C20H31F17NO12P2S2 as an isolated structure, computed with ωB97M-V with the def2-TZVPD basis set.

Summary:
multiplicity: 1
charge: -1
orbital gap: 8.26 eV
HOMO level: -0.2384 Ha

Geometry (Å):
O: 2.601 -0.652 8.037
S: 1.371 0.048 7.760
O: 0.977 1.048 8.722
N: 1.464 0.656 6.270
S: 0.288 0.432 5.273
O: -0.682 -0.580 5.634
O: 0.800 0.299 3.934
C: -0.645 2.042 5.082
F: -1.427 1.913 3.996
F: 0.286 2.967 4.796
C: -1.462 2.527 6.330
F: -0.844 3.617 6.825
F: -1.441 1.609 7.300
C: -2.928 2.977 6.042
F: -3.284 3.781 7.074
F: -3.014 3.723 4.942
C: -3.953 1.786 6.072
F: -3.339 0.728 5.515
F: -4.235 1.533 7.355
C: -5.241 2.063 5.270
F: -5.653 3.305 5.586
F: -4.913 2.079 3.972
C: -6.488 1.085 5.433
F: -7.542 1.844 5.788
F: -6.786 0.588 4.223
C: -6.506 -0.123 6.425
F: -7.714 -0.698 6.186
F: -6.551 0.272 7.702
C: -5.454 -1.276 6.246
F: -6.077 -2.443 6.547
F: -5.030 -1.363 4.980
F: -4.438 -1.155 7.110
H: 0.399 -0.883 7.713
O: -1.639 3.215 -0.266
P: -1.184 2.208 -1.224
O: -1.788 0.765 -0.897
C: -3.206 0.569 -0.897
C: -3.811 0.650 -2.285
O: 0.361 1.920 -0.912
C: 1.094 2.628 0.098
C: 1.120 1.854 1.396
O: -1.096 2.171 -2.799
C: 0.111 2.228 -3.578
C: 0.702 0.851 -3.763
H: -3.672 1.297 -0.227
H: -3.369 -0.422 -0.475
H: -3.731 1.658 -2.696
H: -4.867 0.381 -2.250
H: -3.295 -0.024 -2.970
H: 0.689 3.630 0.235
H: 2.110 2.743 -0.291
H: 0.118 1.587 1.724
H: 1.601 2.431 2.186
H: 1.670 0.921 1.272
H: 0.824 2.927 -3.145
H: -0.179 2.637 -4.547
H: 0.828 0.336 -2.813
H: 1.672 0.919 -4.257
H: 0.043 0.233 -4.375
O: 3.413 -0.900 -6.514
P: 4.321 -1.985 -6.100
O: 5.273 -2.366 -7.340
C: 6.271 -1.439 -7.781
C: 7.403 -1.282 -6.783
O: 3.295 -3.257 -6.172
C: 1.895 -3.114 -6.383
C: 1.547 -3.270 -7.849
O: 5.162 -2.591 -4.914
C: 4.793 -3.668 -4.027
C: 5.179 -5.005 -4.615
H: 5.803 -0.473 -7.991
H: 6.653 -1.835 -8.721
H: 7.057 -0.811 -5.861
H: 8.193 -0.659 -7.204
H: 7.819 -2.254 -6.517
H: 1.535 -2.163 -5.992
H: 1.415 -3.903 -5.800
H: 2.137 -2.588 -8.462
H: 0.487 -3.072 -8.017
H: 1.768 -4.285 -8.184
H: 3.739 -3.615 -3.766
H: 5.353 -3.497 -3.108
H: 4.786 -5.128 -5.621
H: 4.795 -5.808 -3.985
H: 6.264 -5.096 -4.675



A 2-piece molecular cluster, C20H31F3NO7PSSi overall, computed with ωB97M-V with the def2-TZVPD basis set.

Summary:
ΔE to the lowest compared entry with this formula, charge and spin: 0.0 kJ/mol
multiplicity: 1
structure (SMILES): CCOP(=O)(CCC[Si@@](S)(CCC(F)=C(F)F)COC(C)=O)OCC.O=[N+]([O-])c1ccccc1
orbital gap: 8.54 eV
HOMO level: -0.3385 Ha

Geometry (Å):
C: 1.928 -3.718 1.392
C: 2.217 -2.271 0.774
O: 2.289 -1.224 1.783
P: 0.723 -0.811 2.362
O: 0.751 -1.053 3.884
C: 0.404 1.058 2.137
C: 1.656 1.792 1.405
C: 1.633 3.352 1.762
Si: 1.514 4.532 0.266
S: -0.225 5.808 0.662
C: 3.004 5.767 0.134
C: 4.408 5.120 0.532
C: 4.753 3.775 -0.224
F: 4.984 3.868 -1.615
C: 4.872 2.511 0.387
F: 4.396 1.329 -0.217
F: 5.511 2.467 1.647
C: 1.131 3.670 -1.408
O: 2.236 2.874 -1.930
C: 2.424 3.178 -3.305
C: 2.247 2.065 -4.432
O: 2.759 4.321 -3.646
O: -0.504 -1.704 1.597
C: -1.442 -2.268 2.552
C: -2.407 -3.252 1.699
H: 0.960 -3.778 1.987
H: 1.862 -4.498 0.566
H: 2.765 -3.997 2.122
H: 3.241 -2.349 0.262
H: 1.456 -2.051 -0.049
H: -0.560 1.168 1.531
H: 0.289 1.502 3.183
H: 2.607 1.312 1.811
H: 1.556 1.547 0.304
H: 0.709 3.518 2.428
H: 2.537 3.683 2.386
H: -0.330 6.516 -0.542
H: 2.796 6.594 0.904
H: 2.994 6.267 -0.889
H: 4.552 4.937 1.641
H: 5.224 5.873 0.231
H: 0.271 2.934 -1.191
H: 0.727 4.443 -2.146
H: 1.148 1.993 -4.712
H: 2.640 1.086 -4.021
H: 2.853 2.437 -5.329
H: -2.100 -1.479 3.037
H: -0.928 -2.921 3.320
H: -2.435 -2.815 0.637
H: -1.906 -4.264 1.621
H: -3.452 -3.317 2.157
O: -3.539 -6.474 -0.201
N: -4.324 -5.623 0.184
O: -4.415 -5.241 1.339
C: -5.222 -5.024 -0.805
C: -5.175 -5.459 -2.127
C: -6.045 -4.904 -3.058
C: -6.948 -3.921 -2.667
C: -6.982 -3.483 -1.347
C: -6.118 -4.035 -0.409
H: -4.476 -6.225 -2.442
H: -6.022 -5.241 -4.088
H: -7.630 -3.493 -3.396
H: -7.686 -2.714 -1.049
H: -6.155 -3.688 0.617



C20H31F4I2InNO6 as an isolated structure, computed with ωB97M-V with the def2-TZVPD basis set.

Summary:
ΔE to the lowest compared entry with this formula, charge and spin: 428.1 kJ/mol
multiplicity: 1
charge: -1
orbital gap: 6.97 eV
HOMO level: -0.1725 Ha

Geometry (Å):
C: -2.784 3.023 -0.431
C: -1.469 3.836 -1.063
C: -0.217 2.823 -1.375
N: -0.750 1.411 -1.290
In: 0.271 0.210 0.152
C: 1.925 1.256 1.286
I: 1.485 3.235 2.222
C: 3.315 0.755 1.510
C: 3.769 -0.701 0.909
I: 4.862 1.858 2.676
C: 0.867 -1.716 -0.876
F: -0.229 -2.020 -1.871
F: 2.103 -1.667 -1.677
C: 0.806 -2.935 0.230
F: -0.589 -3.486 0.194
F: 1.734 -4.058 -0.034
H: -3.594 3.778 -0.029
H: -3.272 2.281 -1.206
H: -2.453 2.356 0.501
H: -1.217 4.738 -0.360
H: -1.846 4.249 -2.109
H: 0.753 3.021 -0.751
H: 0.092 2.991 -2.516
H: -0.792 0.961 -2.241
H: -0.987 -0.253 1.400
H: 3.907 -0.564 -0.260
H: 4.853 -1.019 1.290
H: 3.058 -1.582 1.202
H: 0.931 -2.450 1.309
O: -4.537 3.995 -2.408
C: -5.532 3.434 -2.836
O: -6.602 4.078 -3.388
C: -7.624 3.126 -3.677
C: -6.917 1.800 -3.775
C: -5.783 1.957 -2.794
H: -8.359 3.146 -2.865
H: -8.123 3.393 -4.613
H: -7.567 0.948 -3.560
H: -6.511 1.670 -4.786
H: -6.081 1.674 -1.780
H: -4.899 1.398 -3.109
O: 7.439 -2.159 -0.784
C: 6.444 -2.721 -1.212
O: 5.374 -2.076 -1.764
C: 4.352 -3.029 -2.053
C: 5.060 -4.355 -2.151
C: 6.193 -4.198 -1.170
H: 3.617 -3.009 -1.241
H: 3.853 -2.762 -2.989
H: 4.409 -5.207 -1.936
H: 5.465 -4.485 -3.162
H: 5.896 -4.480 -0.156
H: 7.077 -4.757 -1.485
O: -1.566 0.789 3.598
C: -0.804 0.109 4.265
O: 0.445 -0.266 3.861
C: 1.009 -1.142 4.837
C: 0.262 -0.850 6.112
C: -1.109 -0.472 5.612
H: 0.871 -2.175 4.501
H: 2.080 -0.942 4.937
H: 0.256 -1.692 6.810
H: 0.717 0.008 6.621
H: -1.753 -1.347 5.486
H: -1.584 0.267 6.262



A 3-piece molecular cluster, C20H31F5N4O4 overall, computed with ωB97M-V with the def2-TZVPD basis set.

Summary:
multiplicity: 1
structure (SMILES): O=C1C[C@@](CCCCn2cccc2)(C(F)(F)C(F)(F)F)[C@H](O)N1.CN(C)C=O.CN(C)C=O
orbital gap: 8.07 eV
HOMO level: -0.2833 Ha

Geometry (Å):
O: 3.013 2.218 -0.132
C: 3.774 1.332 0.149
C: 4.114 0.106 -0.675
C: 4.822 -0.820 0.342
C: 3.797 -1.510 1.283
C: 2.355 -1.594 0.777
C: 1.460 -2.353 1.773
C: 0.574 -1.456 2.639
N: -0.477 -0.769 1.913
C: -1.775 -1.205 1.866
C: -2.511 -0.327 1.108
C: -1.619 0.691 0.680
C: -0.379 0.395 1.195
C: 5.703 -1.815 -0.412
F: 6.597 -1.146 -1.196
F: 4.902 -2.528 -1.255
C: 6.543 -2.871 0.419
F: 6.204 -4.122 0.070
F: 6.363 -2.755 1.744
F: 7.854 -2.706 0.177
C: 5.628 0.295 1.072
O: 6.260 -0.071 2.258
N: 4.553 1.267 1.299
H: 4.821 0.471 -1.431
H: 3.274 -0.312 -1.220
H: 3.805 -0.970 2.233
H: 4.120 -2.524 1.518
H: 2.325 -2.071 -0.206
H: 1.951 -0.588 0.651
H: 2.098 -2.922 2.460
H: 0.839 -3.088 1.254
H: 0.076 -2.076 3.388
H: 1.183 -0.714 3.164
H: -2.102 -2.096 2.383
H: -3.567 -0.355 0.895
H: -1.866 1.554 0.081
H: 0.540 0.955 1.099
H: 6.348 0.706 0.352
H: 7.186 0.178 2.209
H: 4.808 2.161 1.697
C: -6.280 3.633 -0.917
N: -5.808 3.110 0.345
C: -5.398 4.028 1.392
C: -5.717 1.788 0.586
O: -5.299 1.315 1.627
H: -5.505 4.231 -1.401
H: -7.167 4.255 -0.771
H: -6.530 2.805 -1.576
H: -4.353 3.865 1.657
H: -5.997 3.879 2.291
H: -5.526 5.049 1.037
H: -6.036 1.165 -0.261
C: -3.421 -0.772 -4.807
N: -3.703 -0.326 -3.460
C: -3.656 -1.281 -2.362
C: -3.997 0.954 -3.172
O: -4.232 1.355 -2.047
H: -4.135 -1.538 -5.119
H: -2.414 -1.187 -4.875
H: -3.496 0.071 -5.492
H: -4.623 -1.335 -1.862
H: -2.913 -0.979 -1.622
H: -3.399 -2.261 -2.758
H: -3.990 1.617 -4.053



C20H31IrN10O as an isolated structure, computed with ωB97M-V with the def2-TZVPD basis set.

Summary:
ΔE to the lowest compared entry with this formula, charge and spin: 27.8 kJ/mol
multiplicity: 2
charge: +3
orbital gap (spin up / spin down): 8.42 / 7.24 eV
HOMO level (spin up / spin down): -0.6204 / -0.6342 Ha

Geometry (Å):
Ir: 0.094 0.683 -0.155
C: -1.369 3.494 -0.789
C: -1.384 2.103 -1.268
C: -2.224 1.389 -0.418
C: -2.717 2.327 0.588
C: -2.184 3.585 0.329
H: -0.830 4.300 -1.265
H: -1.170 1.855 -2.292
H: -2.660 0.422 -0.600
H: -3.425 2.075 1.365
H: -2.399 4.488 0.880
N: 2.717 -0.416 -3.099
C: 1.814 0.060 -4.015
C: 0.728 0.476 -3.308
N: 0.962 0.255 -1.969
C: 2.180 -0.282 -1.881
C: 2.660 -0.563 -0.546
N: 1.836 -0.231 0.437
C: 2.464 -0.535 1.621
C: 3.684 -1.065 1.331
N: 3.790 -1.075 -0.039
H: 3.635 -0.770 -3.325
H: 2.020 0.073 -5.072
H: -0.176 0.906 -3.693
H: 2.009 -0.368 2.581
H: 4.472 -1.429 1.968
H: 4.597 -1.400 -0.552
C: -2.074 -1.239 -2.646
N: -1.022 -2.138 -2.181
C: -0.453 -3.051 -3.172
C: -0.752 -2.244 -0.866
N: -0.800 -1.166 -0.066
N: -0.478 -3.454 -0.350
C: 0.227 -3.608 0.917
C: -1.134 -4.677 -0.830
H: -2.267 -1.454 -3.694
H: -1.798 -0.191 -2.560
H: -2.999 -1.407 -2.093
H: -0.086 -2.464 -4.014
H: -1.188 -3.763 -3.548
H: 0.380 -3.599 -2.739
H: -0.879 -1.458 0.900
H: 0.941 -2.799 1.056
H: 0.774 -4.550 0.894
H: -0.462 -3.645 1.766
H: -1.915 -4.434 -1.544
H: -1.596 -5.175 0.022
H: -0.417 -5.359 -1.286
C: -0.198 3.647 4.801
N: 0.040 3.022 3.498
C: 0.876 3.617 2.458
C: 0.704 2.593 1.383
O: 1.136 2.521 0.214
N: -0.095 1.594 1.786
C: -0.510 1.900 3.054
N: -1.359 1.152 3.735
H: 0.637 4.306 5.023
H: -0.233 2.888 5.581
H: -1.121 4.227 4.795
H: 1.917 3.717 2.774
H: 0.508 4.596 2.141
H: -1.745 0.321 3.322
H: -1.680 1.415 4.654



One molecule with the formula C20H31N3OS, computed with ωB97M-V with the def2-TZVPD basis set.

Summary:
ΔE to the lowest compared entry with this formula, charge and spin: 46.5 kJ/mol
multiplicity: 1
structure (SMILES): Cc1cccc(NC(=S)N2CCC(N(C)C[C@@H]3CCCO3)CC2)c1C
orbital gap: 8.62 eV
HOMO level: -0.2893 Ha

Geometry (Å):
C: -0.705 -3.191 1.005
C: -1.935 -2.605 0.381
C: -2.596 -3.298 -0.622
C: -3.759 -2.800 -1.184
C: -4.242 -1.575 -0.774
C: -3.569 -0.848 0.205
N: -4.108 0.413 0.565
C: -3.420 1.581 0.724
S: -3.956 2.658 1.871
N: -2.370 1.838 -0.081
C: -2.171 1.265 -1.393
C: -0.775 0.661 -1.512
C: 0.289 1.725 -1.184
N: 1.667 1.261 -1.228
C: 2.202 1.125 -2.564
C: 1.987 0.133 -0.373
C: 3.137 0.458 0.592
C: 4.541 0.403 -0.016
C: 5.387 -0.047 1.173
C: 4.425 -1.008 1.868
O: 3.123 -0.490 1.660
C: -0.018 2.368 0.173
C: -1.446 2.911 0.202
C: -2.430 -1.372 0.824
C: -1.767 -0.690 1.981
H: 0.133 -2.496 0.955
H: -0.422 -4.112 0.502
H: -0.880 -3.413 2.058
H: -2.207 -4.249 -0.955
H: -4.280 -3.362 -1.944
H: -5.140 -1.160 -1.207
H: -4.976 0.392 1.085
H: -2.931 0.515 -1.600
H: -2.277 2.073 -2.132
H: -0.631 0.288 -2.528
H: -0.696 -0.185 -0.829
H: 0.215 2.514 -1.944
H: 3.279 0.985 -2.499
H: 1.775 0.279 -3.124
H: 2.011 2.041 -3.122
H: 2.242 -0.760 -0.959
H: 1.135 -0.127 0.258
H: 2.948 1.455 1.016
H: 4.847 1.363 -0.423
H: 4.578 -0.351 -0.804
H: 6.318 -0.528 0.883
H: 5.608 0.800 1.822
H: 4.593 -1.087 2.945
H: 4.493 -2.013 1.426
H: 0.102 1.639 0.973
H: 0.686 3.181 0.350
H: -1.683 3.324 1.184
H: -1.563 3.705 -0.546
H: -0.730 -0.442 1.757
H: -1.756 -1.362 2.840
H: -2.283 0.219 2.272



One molecule with the formula C20H31N5O4, computed with ωB97M-V with the def2-TZVPD basis set.

Summary:
ΔE to the lowest compared entry with this formula, charge and spin: 142.2 kJ/mol
multiplicity: 1
structure (SMILES): CC(C)Cn1[nH]c(CC(=O)N2CC(CN(C)C(=O)CC(=O)NC3CC3)C2)cc1=O
orbital gap: 9.01 eV
HOMO level: -0.3172 Ha

Geometry (Å):
C: -5.880 5.579 -1.819
C: -4.765 4.549 -1.963
C: -5.303 3.233 -2.517
C: -3.995 4.278 -0.646
N: -4.265 5.168 0.463
N: -3.794 6.488 0.408
C: -4.560 7.205 1.317
C: -4.173 8.613 1.644
C: -5.346 9.336 2.287
O: -5.456 9.472 3.492
N: -6.276 9.770 1.418
C: -6.456 9.655 -0.031
C: -7.893 10.214 0.157
C: -9.034 9.290 -0.249
N: -9.488 9.500 -1.622
C: -10.613 10.404 -1.781
C: -8.816 8.892 -2.629
O: -7.822 8.211 -2.385
C: -9.360 9.083 -4.033
C: -8.784 8.271 -5.193
O: -9.424 8.210 -6.228
N: -7.553 7.748 -5.033
C: -6.946 6.967 -6.069
C: -5.625 6.333 -5.784
C: -6.860 5.475 -5.932
C: -7.614 10.276 1.682
C: -5.582 6.458 1.771
C: -5.452 5.125 1.187
O: -6.180 4.150 1.240
H: -6.651 5.235 -1.127
H: -5.508 6.544 -1.474
H: -6.360 5.734 -2.786
H: -4.046 4.951 -2.685
H: -6.056 2.825 -1.840
H: -5.762 3.380 -3.497
H: -4.509 2.491 -2.628
H: -4.261 3.290 -0.267
H: -2.918 4.276 -0.822
H: -2.790 6.542 0.544
H: -3.349 8.626 2.358
H: -3.851 9.121 0.731
H: -5.781 10.290 -0.608
H: -6.418 8.635 -0.412
H: -8.037 11.197 -0.291
H: -8.733 8.249 -0.128
H: -9.895 9.469 0.398
H: -10.787 10.643 -2.823
H: -11.523 9.965 -1.367
H: -10.412 11.339 -1.253
H: -10.433 8.893 -4.052
H: -9.234 10.132 -4.316
H: -7.195 7.724 -4.084
H: -7.133 7.369 -7.054
H: -4.884 6.317 -6.570
H: -5.224 6.457 -4.786
H: -7.275 5.044 -5.031
H: -6.968 4.874 -6.824
H: -8.218 9.602 2.295
H: -7.630 11.270 2.130
H: -6.369 6.762 2.439